{"formula": "C7H39NO12", "method": "ωB97M-V/def2-TZVPD", "elements": ["C", "C", "C", "C", "C", "C", "C", "N", "H", "H", "H", "H", "H", "H", "H", "H", "H", "H", "H", "H", "H", "H", "H", "H", "H", "O", "H", "H", "O", "H", "H", "O", "H", "H", "O", "H", "H", "O", "H", "H", "O", "H", "H", "O", "H", "H", "O", "H", "H", "O", "H", "H", "O", "H", "H", "O", "H", "H", "O"], "positions_angstrom": [[2.74, -1.63, 1.72], [1.35, -1.00, 1.97], [0.73, -0.53, 0.62], [0.52, 0.97, 0.39], [-1.18, 1.76, 1.90], [0.11, 1.75, 1.59], [1.13, 2.31, 2.57], [0.44, -1.98, 2.61], [2.55, -2.59, 1.25], [3.27, -1.00, 0.99], [3.38, -1.71, 2.59], [1.42, -0.16, 2.64], [1.24, -1.08, -0.16], [-0.25, -0.99, 0.67], [-0.19, 1.06, -0.44], [1.39, 1.42, -0.11], [-1.59, 2.33, 2.72], [-1.94, 1.34, 1.26], [1.54, 1.52, 3.18], [0.74, 3.14, 3.16], [1.99, 2.73, 2.05], [0.19, -2.80, 2.06], [0.82, -2.31, 3.49], [-1.89, 4.15, -2.66], [-0.56, 3.55, -3.16], [-1.27, 4.15, -3.39], [2.60, -1.83, -1.63], [1.97, -1.25, -2.93], [2.07, -2.03, -2.37], [-4.76, -0.62, 2.07], [-3.76, -1.37, 2.91], [-4.34, -1.47, 2.13], [1.30, 0.80, -3.43], [2.52, 1.14, -4.11], [2.22, 0.49, -3.46], [0.43, -2.72, -1.91], [-0.57, -3.22, -0.85], [-0.51, -2.95, -1.78], [-1.48, -1.52, -2.55], [-2.61, -0.84, -1.78], [-2.03, -0.71, -2.53], [-2.75, -3.18, 1.25], [-1.80, -2.07, 0.75], [-1.91, -3.02, 0.81], [-1.32, -0.72, 3.24], [-2.03, 0.52, 3.77], [-2.19, -0.39, 3.53], [1.95, 4.29, -2.29], [1.22, 2.90, -2.32], [2.05, 3.35, -2.15], [-3.65, -1.88, -0.30], [-3.98, -1.09, 0.87], [-3.91, -0.97, -0.11], [-1.08, 1.56, -4.10], [-1.01, 0.74, -2.85], [-0.49, 1.39, -3.37], [3.28, 0.52, -1.99], [4.00, 1.28, -0.78], [3.91, 0.46, -1.26]], "lumo_ev": 0.25, "e_above_lowest_ev": 2.017, "e_homo_ev": -9.6, "molar_mass_g_mol": 329.38, "e_tot_ha": -1247.72312}

---

{"formula": "C7H39NO13", "method": "ωB97M-V/def2-TZVPD", "elements": ["C", "C", "C", "C", "C", "C", "C", "N", "H", "H", "H", "H", "H", "H", "H", "H", "H", "H", "H", "H", "H", "H", "H", "O", "H", "H", "O", "H", "H", "O", "H", "H", "O", "H", "H", "O", "H", "H", "O", "H", "H", "O", "H", "H", "O", "H", "H", "O", "H", "H", "O", "H", "H", "O", "H", "H", "O", "H", "H", "O"], "positions_angstrom": [[-1.13, 0.22, 0.34], [-1.60, 0.17, -1.10], [-2.27, -1.18, -1.41], [1.17, -4.12, -1.55], [0.16, -3.88, -2.40], [-1.08, -3.35, -1.84], [-1.40, -2.06, -2.22], [-0.19, 1.34, 0.60], [-1.86, 0.33, 1.14], [-0.51, -0.66, 0.51], [-0.68, 0.17, -1.70], [-2.22, 0.89, -1.61], [-2.74, -1.64, -0.54], [-3.07, -0.93, -2.15], [0.95, -4.22, -0.49], [2.16, -4.45, -1.84], [0.16, -3.84, -3.47], [-1.70, -3.90, -1.14], [-0.78, -1.46, -2.87], [0.37, 1.44, -0.26], [-0.64, 2.25, 0.44], [2.30, -0.59, -0.34], [1.02, -1.23, -1.01], [1.85, -0.78, -1.17], [1.27, 2.73, -2.30], [0.32, 2.17, -3.41], [0.36, 2.57, -2.54], [3.52, 1.76, 2.97], [3.04, 0.52, 3.64], [3.77, 0.84, 3.11], [-3.04, 2.53, -3.81], [-1.63, 2.32, -3.04], [-2.38, 1.96, -3.51], [2.23, -1.00, 1.60], [3.56, -0.22, 1.63], [3.15, -1.05, 1.31], [0.60, 3.44, 4.21], [0.35, 2.80, 2.90], [0.62, 2.57, 3.78], [-1.75, 0.53, 4.62], [-2.48, -0.82, 4.23], [-1.64, -0.42, 4.54], [2.93, 0.69, -4.66], [2.33, 0.74, -3.15], [2.19, 0.90, -4.08], [-0.80, 3.33, -1.22], [-2.09, 4.27, -0.93], [-1.68, 3.41, -0.83], [-2.50, -2.48, 3.38], [-3.85, -2.14, 2.58], [-3.42, -2.19, 3.44], [-0.64, -1.72, 2.18], [-0.41, -3.28, 2.21], [-1.06, -2.59, 2.26], [3.25, 2.32, -1.05], [2.95, 3.82, -0.78], [2.63, 3.04, -1.22], [0.23, -0.24, 3.25], [0.71, 0.48, 2.03], [1.06, -0.08, 2.76]], "lumo_ev": [-4.01, -7.69], "e_above_lowest_ev": 0.789, "s_squared": 0.77, "e_homo_ev": [-13.1, -13.1], "molar_mass_g_mol": 345.38, "e_tot_ha": -1322.61355, "charge": 1, "multiplicity": 2}

---

{"formula": "C7H3F15NO15S5Zn2", "method": "ωB97M-V/def2-TZVPD", "elements": ["Zn", "Zn", "C", "F", "F", "F", "S", "O", "O", "O", "C", "F", "F", "F", "S", "O", "O", "O", "C", "F", "F", "F", "S", "O", "O", "O", "C", "F", "F", "F", "S", "O", "O", "O", "C", "F", "F", "F", "S", "O", "O", "O", "C", "C", "N", "H", "H", "H"], "positions_angstrom": [[0.17, 0.22, 0.03], [-2.61, -2.30, 2.73], [-0.77, 1.96, -4.04], [0.40, 1.46, -4.43], [-1.03, 2.90, -4.92], [-1.78, 1.11, -4.13], [-0.63, 2.62, -2.21], [-0.28, 1.49, -1.37], [0.45, 3.63, -2.22], [-1.97, 3.09, -1.93], [-3.55, 1.98, 1.94], [-4.55, 1.40, 2.49], [-3.67, 2.07, 0.66], [-3.50, 3.18, 2.48], [-1.90, 1.09, 2.51], [-1.00, 1.16, 1.34], [-1.42, 1.90, 3.64], [-2.27, -0.28, 2.67], [-2.94, -2.84, -1.77], [-2.34, -2.35, -2.88], [-4.23, -3.15, -1.83], [-2.34, -3.94, -1.41], [-2.77, -1.52, -0.41], [-3.73, -0.44, -0.64], [-3.07, -2.19, 0.90], [-1.30, -1.13, -0.45], [1.88, -3.37, 2.27], [1.96, -4.07, 3.41], [3.08, -2.92, 1.99], [1.44, -4.23, 1.38], [0.66, -1.92, 2.50], [-0.66, -2.54, 2.30], [0.68, -1.40, 3.86], [0.92, -0.91, 1.39], [3.97, 2.33, 1.47], [4.60, 3.34, 2.09], [4.50, 2.10, 0.29], [3.96, 1.17, 2.10], [2.17, 2.79, 1.11], [2.15, 3.88, 0.10], [1.50, 1.57, 0.62], [1.50, 3.21, 2.39], [3.35, -1.91, -3.03], [2.43, -1.24, -2.10], [1.67, -0.76, -1.34], [3.73, -1.20, -3.77], [2.90, -2.84, -3.36], [4.24, -2.18, -2.46]], "lumo_ev": -1.70, "e_above_lowest_ev": 0.000, "e_homo_ev": -5.6, "molar_mass_g_mol": 917.18, "e_tot_ha": -8499.60279, "charge": -1}

---

{"formula": "C7H3F3N2S", "method": "ωB97M-V/def2-TZVPD", "elements": ["F", "C", "F", "F", "C", "C", "C", "C", "C", "N", "S", "N", "C", "H", "H", "H"], "positions_angstrom": [[-2.04, -2.17, 0.94], [-1.72, -1.66, -0.30], [-2.83, -0.98, -0.83], [-1.38, -2.74, -1.09], [-0.57, -0.58, -0.22], [-0.04, -0.06, -1.47], [1.05, 0.99, -1.55], [1.60, 1.53, -0.31], [1.05, 1.00, 1.00], [1.43, 1.40, 2.27], [0.54, 0.54, 3.39], [-0.40, -0.43, 2.37], [-0.04, -0.07, 1.10], [-0.45, -0.42, -2.45], [1.40, 1.35, -2.55], [2.40, 2.31, -0.30]], "lumo_ev": -1.33, "e_homo_ev": -9.4, "molar_mass_g_mol": 204.18, "e_tot_ha": -1075.80180}